# 1
ORCA calculation (wB97M-V/def2-TZVPD) on a structure of composition C49H51BiBrF5N5.

Geometry as XYZ:
```
112
Properties=species:S:1:pos:R:3:lowdin_charge:R:1
Bi 0.04 0.84 1.00 1.85
C -5.13 -2.68 3.19 -0.08
C -4.93 -1.17 3.00 -0.19
C -3.96 -0.89 1.89 -0.11
C -4.21 -0.92 0.54 -0.12
C -5.53 -1.05 -0.15 -0.19
C -6.14 0.34 -0.41 -0.08
C -2.98 -0.60 -0.12 -0.22
C -2.84 -0.40 -1.48 0.08
C -1.70 0.14 -2.10 -0.29
C -1.68 0.81 -3.39 -0.16
C -2.86 1.04 -4.27 -0.20
C -3.28 -0.19 -5.07 -0.09
C -0.42 1.28 -3.56 -0.09
C 0.32 1.03 -2.26 -0.35
C 1.84 0.72 -2.31 -0.08
C 2.42 -0.24 -1.33 -0.19
N 1.89 -0.53 -0.16 0.05
C 2.79 -1.32 0.51 -0.26
C 2.58 -1.87 1.75 0.08
C 1.45 -1.72 2.55 -0.23
N 0.37 -0.92 2.29 -0.05
C -0.53 -1.10 3.26 -0.23
C -1.76 -0.27 3.23 -0.20
C -2.58 -0.57 2.02 -0.18
N -2.01 -0.41 0.83 0.01
C -0.06 -2.03 4.20 -0.15
C 1.20 -2.42 3.77 -0.14
C 2.17 -3.30 4.48 -0.20
C 3.18 -2.46 5.26 -0.08
C -0.81 -2.60 5.36 -0.19
C -1.39 -3.96 4.97 -0.09
C 3.98 -1.49 -0.30 -0.13
C 3.72 -0.83 -1.48 -0.13
C 4.61 -0.73 -2.68 -0.19
C 4.29 -1.85 -3.68 -0.09
C 5.22 -2.20 0.12 -0.19
C 5.21 -3.67 -0.27 -0.09
N -0.53 0.20 -1.50 0.04
C 0.12 2.02 -4.74 -0.17
C 0.30 1.11 -5.96 -0.07
H -5.87 -2.86 3.97 0.07
H -4.20 -3.15 3.48 0.06
H -5.48 -3.14 2.27 0.07
H -4.56 -0.74 3.93 0.10
H -5.88 -0.71 2.76 0.11
H -6.23 -1.63 0.46 0.10
H -5.40 -1.57 -1.10 0.11
H -6.38 0.82 0.53 0.07
H -7.05 0.25 -1.01 0.07
H -5.43 0.97 -0.93 0.06
H -3.73 -0.51 -2.09 0.11
H -2.64 1.86 -4.97 0.11
H -3.70 1.38 -3.65 0.10
H -2.51 -0.45 -5.80 0.06
H -4.21 0.00 -5.61 0.07
H -3.43 -1.04 -4.41 0.06
H 2.16 0.47 -3.33 0.14
H 3.36 -2.50 2.14 0.11
H -2.34 -0.34 4.16 0.13
H 2.69 -3.94 3.76 0.11
H 1.64 -3.95 5.18 0.10
H 3.74 -1.81 4.59 0.07
H 3.88 -3.10 5.80 0.06
H 2.67 -1.82 5.97 0.08
H -1.63 -1.93 5.65 0.10
H -0.16 -2.71 6.23 0.11
H -2.03 -3.83 4.09 0.06
H -1.98 -4.38 5.78 0.07
H -0.59 -4.64 4.71 0.07
H 5.66 -0.81 -2.37 0.10
H 4.48 0.24 -3.16 0.10
H 4.47 -2.82 -3.21 0.05
H 4.92 -1.77 -4.56 0.07
H 3.25 -1.80 -3.98 0.07
H 5.33 -2.11 1.21 0.10
H 6.09 -1.71 -0.33 0.11
H 4.34 -4.17 0.15 0.07
H 6.11 -4.17 0.09 0.07
H 5.17 -3.77 -1.35 0.05
H 1.09 2.46 -4.49 0.09
H -0.55 2.84 -5.00 0.12
H 0.98 0.29 -5.73 0.07
H 0.69 1.67 -6.80 0.07
H -0.66 0.67 -6.25 0.05
Br -2.34 2.96 -0.73 0.82
C -1.10 4.17 -1.56 -0.55
C -1.48 5.49 -1.64 -0.17
C -0.63 6.43 -2.20 -0.12
C 0.61 6.03 -2.68 -0.07
C 1.04 4.71 -2.55 -0.17
C 2.30 4.29 -3.12 -0.06
C 2.84 3.09 -2.88 -0.05
C 2.17 2.18 -1.90 -0.22
C 0.70 2.44 -1.76 -0.17
C 0.17 3.71 -1.98 -0.19
H -2.44 5.78 -1.26 0.08
H -0.93 7.46 -2.27 0.08
H 1.26 6.74 -3.16 0.10
H 2.78 4.99 -3.80 0.10
H 3.75 2.76 -3.36 0.10
H 2.71 2.22 -0.94 0.14
N -1.65 2.21 3.48 0.08
C -1.29 1.16 2.91 -0.44
H -2.28 2.13 4.28 0.04
F 2.43 2.94 1.79 -0.03
C 2.09 1.72 2.36 -0.42
F 3.24 0.96 2.22 -0.01
C 1.93 1.99 3.85 -0.60
F 1.12 3.02 4.10 0.12
F 1.42 0.93 4.52 0.12
F 3.09 2.27 4.52 0.10
```

The LUMO energy (alpha / beta) comes out at 0.627 / 0.898 eV. Its energy above the lowest of the compared OMol25 structures with the same formula, charge and spin is 0.000 eV. The calculation puts the HOMO energy (alpha / beta) at -2.76 / -3.03 eV. As for the net charge: -1. For the electronic energy, the calculation gives -148559.7087 eV.


# 2
ORCA calculation (wB97M-V/def2-TZVPD) on a structure of composition C12H21F6IN2O9PS2.

Geometry as XYZ:
```
54
Properties=species:S:1:pos:R:3:nbo_charge:R:1
C 4.37 0.96 0.15 -0.65
C 4.61 2.01 -1.06 -0.09
O 3.34 2.43 -1.63 -0.76
P 2.87 1.49 -2.97 2.27
O 1.55 0.78 -2.56 -1.12
C 2.45 2.70 -4.36 -0.79
C 0.90 3.11 -4.33 -0.21
N 0.52 3.97 -3.18 -0.71
C -0.34 3.27 -2.21 0.91
O -1.33 2.59 -2.57 -0.59
O 0.01 3.47 -0.85 -0.50
C -0.90 2.78 0.04 -0.11
C -0.50 1.22 0.24 -0.35
C 0.72 1.11 1.32 -0.65
I -2.22 0.01 0.89 0.11
O 3.96 0.27 -3.40 -0.81
C 3.28 -0.76 -4.18 -0.08
C 2.81 -2.02 -3.29 -0.65
H 3.53 1.39 0.80 0.23
H 5.30 0.92 0.83 0.21
H 4.13 -0.09 -0.22 0.22
H 5.39 1.66 -1.81 0.19
H 5.06 2.95 -0.55 0.19
H 2.73 2.23 -5.39 0.25
H 3.10 3.63 -4.20 0.25
H 0.29 2.16 -4.46 0.24
H 0.72 3.74 -5.28 0.20
H 0.07 4.82 -3.54 0.40
H -2.01 2.93 -0.19 0.22
H -0.74 3.26 1.08 0.19
H -0.16 0.76 -0.74 0.26
H 1.27 2.12 1.36 0.20
H 0.30 0.90 2.36 0.23
H 1.48 0.32 1.03 0.22
H 2.37 -0.31 -4.74 0.19
H 3.96 -1.19 -5.00 0.19
H 2.00 -2.63 -3.84 0.22
H 3.66 -2.74 -3.04 0.21
H 2.31 -1.69 -2.31 0.25
C -5.18 -2.16 2.72 0.71
F -4.79 -1.13 1.93 -0.33
F -6.43 -1.86 3.14 -0.32
F -5.30 -3.23 1.91 -0.32
S -4.03 -2.45 4.11 2.22
O -4.04 -1.21 4.86 -0.93
O -2.76 -2.77 3.47 -0.93
N -4.81 -3.67 4.75 -1.19
S -4.11 -4.26 6.04 2.22
O -4.14 -3.42 7.22 -0.93
O -2.86 -4.97 5.83 -0.93
C -5.33 -5.57 6.39 0.71
F -5.45 -6.45 5.36 -0.33
F -6.58 -5.07 6.59 -0.33
F -5.03 -6.29 7.48 -0.32
```

The LUMO energy comes out at 1.840 eV. Its energy above the lowest of the compared OMol25 structures with the same formula, charge and spin is 3.763 eV. The calculation puts the HOMO energy at -6.47 eV. As for the net charge: -1. For the electronic energy, the calculation gives -89557.6539 eV.


# 3
ORCA calculation (wB97M-V/def2-TZVPD) on the molecule C4H7NO2.

Geometry as XYZ:
```
14
Properties=species:S:1:pos:R:3:nbo_charge:R:1
C -1.35 -1.20 -0.17 -0.69
C -0.38 -0.06 -0.09 0.18
N -0.55 1.08 0.47 -0.13
O -1.78 1.26 1.08 -0.56
C 0.96 -0.08 -0.75 0.01
C 2.05 0.47 0.05 -0.09
O 1.98 -0.93 -0.23 -0.49
H -2.24 -0.90 -0.75 0.24
H -0.89 -2.06 -0.66 0.23
H -1.70 -1.51 0.82 0.24
H -1.69 2.19 1.36 0.48
H 0.96 -0.01 -1.84 0.19
H 2.86 1.05 -0.37 0.18
H 1.77 0.71 1.08 0.19
```

As for the SMILES: C/C(=N\O)[C@H]1CO1. The LUMO energy comes out at 0.955 eV. Its energy above the lowest of the compared OMol25 structures with the same formula, charge and spin is 3.774 eV. The calculation puts the HOMO energy at -9.83 eV. As for the net charge: 0. For the electronic energy, the calculation gives -9843.5058 eV.


# 4
ORCA calculation (wB97M-V/def2-TZVPD) on a cluster of 4 separate species, C16H20F12O8 in total.

Geometry as XYZ:
```
56
Properties=species:S:1:pos:R:3:nbo_charge:R:1
C 24.40 6.65 18.53 -0.62
C 25.82 6.17 18.76 -0.08
O 25.97 4.82 18.33 -0.48
C 27.18 4.30 18.22 0.69
O 28.18 4.88 18.54 -0.54
C 27.16 2.87 17.66 0.90
F 26.52 2.84 16.50 -0.30
F 28.38 2.39 17.58 -0.29
F 26.50 2.06 18.51 -0.32
H 23.67 5.99 19.00 0.22
H 24.12 6.73 17.48 0.22
H 24.41 7.66 18.96 0.22
H 26.04 6.21 19.83 0.19
H 26.51 6.87 18.29 0.20
C 23.36 -3.87 22.01 -0.63
C 23.08 -5.32 22.41 -0.09
O 21.91 -5.39 23.24 -0.48
C 22.16 -5.59 24.54 0.69
O 23.22 -5.72 25.05 -0.54
C 20.88 -5.69 25.39 0.90
F 19.82 -5.19 24.76 -0.30
F 20.69 -6.96 25.73 -0.30
F 21.01 -4.97 26.51 -0.31
H 22.50 -3.27 21.71 0.23
H 24.19 -3.88 21.31 0.22
H 23.70 -3.34 22.91 0.21
H 23.95 -5.73 22.91 0.21
H 22.96 -5.97 21.54 0.19
C 25.60 -0.20 15.86 -0.63
C 24.10 -0.22 16.08 -0.08
O 23.79 -1.33 16.90 -0.49
C 22.53 -1.65 17.16 0.69
O 21.60 -0.95 16.90 -0.53
C 22.38 -2.98 17.88 0.90
F 21.16 -3.45 17.77 -0.29
F 23.25 -3.87 17.38 -0.31
F 22.65 -2.84 19.18 -0.31
H 26.17 0.08 16.74 0.22
H 25.85 0.50 15.06 0.22
H 25.99 -1.13 15.45 0.21
H 23.60 -0.28 15.12 0.20
H 23.72 0.69 16.56 0.20
C 26.77 -2.49 12.68 -0.62
C 25.79 -1.37 12.28 -0.07
O 24.79 -1.83 11.38 -0.49
C 23.65 -1.14 11.33 0.69
O 23.42 -0.18 11.99 -0.55
C 22.61 -1.74 10.36 0.90
F 21.60 -2.18 11.11 -0.31
F 22.14 -0.81 9.54 -0.30
F 23.11 -2.75 9.67 -0.30
H 27.37 -2.15 13.51 0.22
H 27.37 -2.80 11.82 0.22
H 26.08 -3.28 12.96 0.22
H 26.21 -0.45 11.88 0.19
H 25.27 -1.15 13.22 0.18
```

As for the SMILES: CCOC(=O)C(F)(F)F.CCOC(=O)C(F)(F)F.CCOC(=O)C(F)(F)F.CCOC(=O)C(F)(F)F. The LUMO energy comes out at 0.430 eV. Its energy above the lowest of the compared OMol25 structures with the same formula, charge and spin is 0.874 eV. The calculation puts the HOMO energy at -11.36 eV. As for the net charge: 0. For the electronic energy, the calculation gives -65906.9718 eV.


# 5
ORCA calculation (wB97M-V/def2-TZVPD) on a structure of composition C43H53BrN3O2P2ReSi.

Geometry as XYZ:
```
106
Properties=species:S:1:pos:R:3:lowdin_spin:R:1
Re 0.68 0.90 0.55 2.42
C -0.57 4.93 -2.56 0.00
C -0.49 4.51 -1.11 0.00
C -0.58 5.30 0.01 0.03
C -0.81 4.76 1.28 0.00
C -0.76 3.37 1.37 0.03
Br -1.49 2.59 2.97 0.01
N -0.28 2.59 0.32 0.06
C -0.31 3.16 -0.92 0.04
H -1.09 4.15 -3.12 0.00
H 0.40 5.05 -2.98 0.00
H -1.08 5.90 -2.67 0.00
H -0.52 6.39 -0.04 0.00
H -1.13 5.32 2.16 0.00
H -0.22 2.44 -1.72 0.00
O -0.02 -0.86 1.38 0.10
P -1.44 -1.60 1.51 0.02
C -2.60 -0.95 0.20 0.00
P -1.88 -0.43 -1.44 0.00
O -0.57 0.26 -1.27 0.04
C -2.03 -1.89 -2.36 0.00
C -3.32 -2.41 -2.63 0.00
C -3.54 -3.63 -3.27 0.00
C -2.47 -4.42 -3.60 0.00
C -1.16 -3.91 -3.41 0.00
C -0.97 -2.69 -2.83 0.00
C -3.05 0.65 -2.26 0.00
C -3.71 1.62 -1.47 0.00
C -4.71 2.41 -2.01 0.00
C -4.99 2.38 -3.36 0.00
C -4.43 1.39 -4.15 0.00
C -3.44 0.55 -3.61 0.00
C -2.07 -1.15 3.10 0.00
C -1.45 -1.62 4.30 0.00
C -2.00 -1.51 5.57 0.00
C -3.24 -0.97 5.71 0.00
C -3.94 -0.58 4.59 0.00
C -3.40 -0.65 3.31 0.00
C -1.51 -3.33 1.40 0.00
C -2.51 -4.13 2.03 0.00
C -2.40 -5.54 2.02 0.00
C -1.29 -6.15 1.48 0.00
C -0.31 -5.36 0.84 0.00
C -0.35 -4.00 0.91 0.00
H -3.08 -0.04 0.64 0.00
H -3.43 -1.70 0.05 0.00
H -4.18 -1.79 -2.37 0.00
H -4.60 -3.88 -3.45 0.00
H -2.62 -5.36 -4.08 0.00
H -0.34 -4.40 -3.79 0.00
H 0.04 -2.28 -2.79 0.00
H -3.48 1.77 -0.42 0.00
H -5.23 3.09 -1.34 0.00
H -5.74 3.05 -3.81 0.00
H -4.66 1.22 -5.18 0.00
H -3.00 -0.23 -4.28 0.00
H -0.42 -2.03 4.22 0.00
H -1.50 -1.97 6.40 0.00
H -3.72 -0.90 6.68 0.00
H -4.96 -0.23 4.74 0.00
H -4.07 -0.36 2.51 0.00
H -3.30 -3.65 2.60 0.00
H -3.17 -6.07 2.50 0.00
H -1.24 -7.21 1.51 0.00
H 0.58 -5.79 0.45 0.00
H 0.49 -3.47 0.40 0.00
N 2.46 0.94 4.22 0.03
C 2.57 2.34 3.98 0.01
C 2.10 2.59 2.73 0.02
N 1.56 1.31 2.25 0.04
C 1.84 0.37 3.20 0.05
H 2.67 0.44 5.07 0.00
H 2.95 3.01 4.74 0.00
H 2.00 3.56 2.20 0.00
H 1.52 -0.67 3.14 0.00
C 2.35 0.59 -2.64 0.01
Si 2.78 0.68 -0.83 0.03
C 3.62 -1.06 -0.50 -0.01
C 2.61 -2.13 -1.01 0.00
C 3.79 -1.43 1.00 0.00
C 5.01 -1.23 -1.17 0.00
C 3.97 2.07 -0.72 0.01
C 4.87 2.20 -2.00 0.00
C 4.96 2.09 0.47 0.00
C 3.24 3.41 -0.71 0.01
H 3.14 0.24 -3.30 0.00
H 1.99 1.57 -2.90 0.00
H 1.56 -0.11 -2.72 0.00
H 1.58 -1.88 -0.82 0.00
H 2.85 -3.05 -0.48 0.00
H 2.70 -2.30 -2.10 0.00
H 2.82 -1.68 1.44 0.00
H 4.33 -0.72 1.66 0.00
H 4.42 -2.37 1.03 0.00
H 5.02 -1.05 -2.24 0.00
H 5.39 -2.22 -0.96 0.00
H 5.72 -0.48 -0.74 0.00
H 5.60 1.39 -2.00 0.00
H 5.40 3.16 -1.86 0.00
H 4.31 2.21 -2.95 0.00
H 5.44 1.15 0.74 0.00
H 4.49 2.51 1.35 0.00
H 5.79 2.74 0.16 0.00
H 2.51 3.39 -1.53 0.00
H 3.96 4.21 -0.86 0.00
H 2.80 3.61 0.27 0.00
```

Its expectation value of S² is 3.779. As for the spin multiplicity: 4. The LUMO energy (alpha / beta) comes out at -9.213 / -9.371 eV. Its energy above the lowest of the compared OMol25 structures with the same formula, charge and spin is 0.000 eV. The calculation puts the HOMO energy (alpha / beta) at -16.07 / -16.15 eV. As for the net charge: +3. For the electronic energy, the calculation gives -152621.3301 eV.


Which formula does entry 4 have? C16H20F12O8


electronic energy of number 4 (C16H20F12O8)? -65906.9718 eV


Repeat the third record exactly.
ORCA calculation (wB97M-V/def2-TZVPD) on the molecule C4H7NO2.

Geometry as XYZ:
```
14
Properties=species:S:1:pos:R:3:nbo_charge:R:1
C -1.35 -1.20 -0.17 -0.69
C -0.38 -0.06 -0.09 0.18
N -0.55 1.08 0.47 -0.13
O -1.78 1.26 1.08 -0.56
C 0.96 -0.08 -0.75 0.01
C 2.05 0.47 0.05 -0.09
O 1.98 -0.93 -0.23 -0.49
H -2.24 -0.90 -0.75 0.24
H -0.89 -2.06 -0.66 0.23
H -1.70 -1.51 0.82 0.24
H -1.69 2.19 1.36 0.48
H 0.96 -0.01 -1.84 0.19
H 2.86 1.05 -0.37 0.18
H 1.77 0.71 1.08 0.19
```

As for the SMILES: C/C(=N\O)[C@H]1CO1. The LUMO energy comes out at 0.955 eV. Its energy above the lowest of the compared OMol25 structures with the same formula, charge and spin is 3.774 eV. The calculation puts the HOMO energy at -9.83 eV. As for the net charge: 0. For the electronic energy, the calculation gives -9843.5058 eV.